Computed, not measured: 10 unconnected molecules or ions with the total composition C52H87N10O2, with wB97M-V/def2-TZVPD.

Geometry as XYZ:
```
151
Properties=species:S:1:pos:R:3:lowdin_charge:R:1
O 2.9917 0.2813 -1.3951 -0.021
O 4.8320 1.5654 -1.3910 0.092
N 4.4113 -4.2897 7.3554 0.146
N 4.9472 8.1435 0.5827 0.136
N 0.8943 5.2611 -1.3243 0.185
N 3.7727 9.0448 5.4636 0.162
N -4.0095 1.4163 -1.2585 -0.138
N 3.8637 -2.6867 1.5366 0.168
N -8.5863 -3.6230 -5.1577 0.166
N -6.1753 -9.8454 -6.2550 0.165
N 8.7009 7.2104 9.9611 0.160
N -6.7507 -5.4550 -8.8439 0.146
C -6.0147 -0.1222 -1.2793 -0.201
C 9.6394 7.4950 9.3643 -0.231
C 11.0745 6.8401 7.4508 -0.259
C 4.8931 8.7797 7.8032 -0.185
C -9.4454 -10.8987 -4.7349 -0.109
C -7.6693 -3.0558 -5.5543 -0.242
C 1.9932 6.7896 2.4328 -0.106
C -1.8413 1.5705 -0.0814 -0.230
C 6.3963 6.8931 6.9928 -0.099
C 1.4216 6.4431 -4.8031 -0.111
C 2.2506 7.2544 -3.8152 -0.262
C 3.2044 -7.1892 5.8438 -0.260
C -8.9337 -7.4679 -7.0041 -0.264
C -6.9892 -11.0228 -4.0748 -0.188
C 6.9305 -1.9859 3.5642 -0.110
C -10.0533 -6.5218 -7.4206 -0.107
C -0.9568 2.1725 -1.1961 -0.226
C -5.1844 -3.5857 -2.5904 -0.062
C -7.3519 -2.3425 -2.3475 -0.109
C 3.2464 5.9584 2.6703 -0.254
C 1.7460 5.7680 -1.9037 -0.229
C 4.7562 7.5761 1.5627 -0.240
C 4.2404 8.9260 6.5053 -0.223
C 11.3454 5.4378 7.9794 -0.107
C -5.2941 1.1170 -0.7421 -0.365
C -7.6129 -6.7379 -6.7423 -0.195
C -7.3935 -0.1324 -1.4251 -0.076
C 4.1120 -2.4853 2.6391 -0.225
C 4.5137 6.8173 2.7853 -0.201
C 6.3285 8.2628 7.6554 -0.266
C -7.1304 -6.0295 -7.9235 -0.233
C -6.8772 -1.2310 -7.0296 -0.249
C 4.3171 0.4788 -1.2767 -0.545
C -8.0564 -1.2213 -1.9558 -0.108
C 0.4102 1.5111 -1.1983 -0.224
C 5.0890 -0.7691 -0.9694 0.004
C -6.5041 -2.3058 -6.0048 -0.175
C 4.4426 -2.2288 4.0379 -0.192
C 2.8138 6.3995 -2.6742 -0.185
C 5.6906 -1.3510 4.1802 -0.256
C -7.5173 -1.8267 -8.2795 -0.115
C 2.8436 -6.3562 7.0804 -0.192
C 2.3571 0.8001 -2.5925 -0.174
C -5.9752 -2.3660 -2.1931 -0.300
C 3.0907 -6.4000 4.5457 -0.102
C 10.8092 7.8564 8.5683 -0.188
C -8.2966 -11.7939 -4.2898 -0.261
C -2.9519 0.6737 -0.6396 -0.416
C 3.7224 -5.2001 7.2345 -0.239
C -6.5335 -10.3635 -5.2953 -0.222
C 1.3966 1.9295 -2.2887 -0.185
C -5.3283 -1.2614 -1.6675 -0.004
H 3.3220 -7.0306 3.6883 0.076
H -8.4495 -2.3378 -8.0313 0.067
H -3.2946 0.0092 0.1801 0.089
H 6.7830 8.2072 8.6438 0.072
H -1.4867 1.9852 -2.1318 0.100
H -7.7454 -5.9975 -5.9550 0.090
H 1.0625 7.0739 -5.6166 0.068
H 10.4833 5.0469 8.5215 0.072
H 4.5968 -3.1898 4.5331 0.091
H 2.5375 -8.0522 5.8128 0.107
H 0.2528 0.4310 -1.2891 0.111
H -8.1303 -12.5786 -5.0302 0.111
H -9.8129 -6.0203 -8.3599 0.070
H -5.5805 -4.0479 -3.4968 0.056
H 1.1181 6.1439 2.3705 0.076
H 11.9294 7.1914 6.8711 0.108
H -4.2495 -1.2836 -1.5764 0.095
H 5.6156 -0.6403 -0.0269 0.074
H 11.5600 4.7531 7.1597 0.073
H 0.8816 2.1665 -3.2236 0.119
H -6.1953 -11.6922 -3.7412 0.118
H 1.9985 2.7891 -1.9948 0.090
H 7.8035 -1.3504 3.7125 0.070
H 1.8181 -5.9894 7.0050 0.122
H 5.9974 6.9215 5.9772 0.061
H 1.8147 -0.0409 -3.0234 0.124
H 5.5003 -0.3819 3.7155 0.111
H -2.4325 -0.0010 -1.3635 0.080
H 3.0886 7.7266 -4.3317 0.104
H -5.9683 -0.6885 -7.2921 0.109
H -6.8552 -2.5553 -8.7499 0.057
H -10.3633 -11.4758 -4.8447 0.073
H -5.3231 1.0226 0.3753 0.098
H -2.2842 2.3688 0.5146 0.092
H 6.8058 -2.1343 2.4905 0.066
H 4.8769 9.7515 8.2981 0.118
H -0.8710 3.2463 -1.0415 0.076
H 3.4554 5.6088 -3.0694 0.121
H 10.2182 6.8229 6.7740 0.104
H -5.9781 1.9449 -0.9789 0.081
H -10.2170 -5.7551 -6.6623 0.067
H -4.1391 -3.3255 -2.7519 0.073
H 0.5520 5.9996 -4.3168 0.074
H 1.6430 8.0566 -3.3925 0.110
H 12.2022 5.4310 8.6559 0.077
H 2.9161 -6.9548 7.9893 0.117
H 3.1391 1.1221 -3.2814 0.120
H -9.2142 -7.9907 -6.0876 0.091
H -7.8607 -3.1936 -2.7801 0.074
H -7.7492 -1.0540 -9.0131 0.067
H 3.5810 -1.7526 4.5073 0.122
H -8.7782 -8.2296 -7.7720 0.108
H 4.3007 8.0897 8.4073 0.123
H 10.6362 8.8507 8.1541 0.118
H 5.3885 6.1896 2.9663 0.113
H 3.7856 -5.5592 4.5329 0.056
H 2.0823 -6.0063 4.4082 0.083
H -9.2297 -10.4320 -5.6970 0.059
H 11.6679 7.9214 9.2396 0.120
H -6.0392 -1.8673 -5.1180 0.120
H -9.6325 -10.1060 -4.0082 0.080
H -10.9877 -7.0670 -7.5638 0.067
H -7.1187 -10.2553 -3.3090 0.123
H -7.5509 -0.5112 -6.5622 0.113
H 5.8294 6.1535 7.5608 0.082
H 4.4199 7.5184 3.6164 0.070
H 4.2193 -7.5748 5.9572 0.110
H 5.8170 -0.9026 -1.7689 0.087
H -8.5526 -12.2898 -3.3520 0.106
H -5.7988 -3.0165 -6.4434 0.122
H 5.8555 -1.1712 5.2436 0.107
H 6.9094 8.9824 7.0734 0.112
H 4.4475 -1.6402 -0.9193 0.060
H 7.1398 -2.9564 4.0187 0.076
H 2.0633 7.3345 1.4904 0.066
H -5.2055 -4.3373 -1.7980 0.073
H 3.3722 5.2425 1.8558 0.110
H 7.4284 6.5464 6.9358 0.057
H -6.8421 -7.4422 -6.4284 0.079
H 2.0119 5.6349 -5.2395 0.075
H 0.8757 1.6665 -0.2228 0.111
H 3.4145 7.0036 -1.9916 0.105
H 1.8305 7.5089 3.2375 0.069
H 3.1400 5.3783 3.5888 0.105
H -9.1350 -1.2053 -2.0763 0.091
H -7.9656 0.7425 -1.1303 0.099
H -1.2074 0.9797 0.5959 0.088
```

charge: -1

Computed, not measured: a molecular structure, C52H88AsN3O6SSbTi at a distorted geometry, with wB97M-V/def2-TZVPD.

Geometry as XYZ:
```
153
Properties=species:S:1:pos:R:3:lowdin_charge:R:1
Sb -2.6275 2.3914 -1.0272 1.658
As -0.0952 0.4626 3.4155 1.238
Ti 0.5989 -0.2307 -0.2187 0.946
S -1.7440 -0.8107 0.6201 0.734
O 1.0034 3.5819 0.5296 0.109
O -0.0737 0.1852 -2.0380 -0.230
O 2.2500 0.5463 -0.6966 -0.103
O 1.5789 -1.3179 1.0816 -0.208
O 0.2070 1.4837 0.4642 -0.290
O 3.3483 2.5112 -0.7381 0.118
N -3.4472 -2.9205 0.6707 -0.109
N -1.9173 -3.1314 -0.8249 0.106
N 0.6608 -2.0190 -1.1410 -0.071
C -3.5488 1.8600 1.9050 -0.164
C 0.9672 2.0104 -4.0731 -0.034
C 1.8101 -5.3415 0.1338 -0.179
C -4.9733 3.6032 0.8881 -0.116
C 0.9059 -2.7886 -4.7935 -0.183
C 1.0628 -4.4412 -0.6252 0.007
C 2.3917 1.8372 -0.4717 -0.500
C -1.2411 -2.0213 4.3614 -0.177
C 1.1489 -3.0790 -0.3752 -0.197
C 0.9033 1.0667 -6.3538 -0.072
C 1.2120 -3.9548 -5.7324 -0.558
C 0.6013 -1.9875 -2.5350 -0.198
C 0.7513 -7.2351 -1.1874 -0.069
C 3.8932 -2.8875 2.2449 -0.524
C 4.9815 -3.9332 2.5026 -0.076
C -1.2542 5.0328 -1.5353 -0.142
C 2.6913 -4.8113 1.0655 -0.001
C -2.5818 4.4420 -2.0109 -0.687
C 0.2555 0.9823 -4.9666 -0.519
C 4.5518 -1.7083 1.5097 -0.029
C -3.7327 5.3854 -1.6802 -0.129
C -2.6906 -4.2682 -0.8970 -0.055
C -0.7291 2.7696 5.1089 -0.174
C -0.7182 1.2420 5.1242 -0.454
C 3.1310 -7.3744 -0.5128 -0.050
C 1.3215 -7.5479 1.2067 -0.052
C -1.2215 1.3588 -5.1071 -0.053
C 1.0544 -3.5761 -7.2047 -0.073
C 2.5096 1.1432 4.7736 -0.161
C -5.3495 0.7682 -0.9927 -0.130
C 1.7490 -6.8510 -0.0935 -0.556
C -3.6447 -0.0188 -2.5928 -0.143
C 1.7371 1.1838 3.4587 -0.421
C -5.0218 1.9882 -3.1256 -0.125
C 2.6543 -4.4309 -5.5084 -0.048
C 1.1205 2.4248 0.2331 -0.507
C -2.5861 4.0927 1.4965 -0.138
C 0.2460 -5.1107 -5.4317 -0.052
C 0.9450 -2.9981 -3.4106 0.019
C -4.3135 1.2270 -2.0125 -0.684
C -3.5478 3.0436 0.9386 -0.670
C 0.1186 -1.3478 4.1693 -0.441
C 0.3657 -0.4319 -4.3694 -0.080
C -2.4996 4.3048 -3.5269 -0.136
C -4.2870 -2.3563 1.7124 -0.028
C 0.2526 -0.6858 -3.0035 -0.249
C 2.7579 -3.4471 1.3752 -0.080
C -3.6538 -4.1387 0.0364 -0.049
C 3.3747 -2.3981 3.6012 -0.048
C 0.6255 -1.5138 -5.2342 0.003
C -2.3650 -2.3096 0.1319 -0.663
C 1.8267 -2.5996 0.7688 -0.250
H -1.6693 1.4800 -4.1224 0.044
H -1.1074 3.1752 6.0500 0.063
H -1.7514 -2.1117 3.4003 0.027
H -2.3352 5.2997 -3.9647 0.084
H 3.4452 1.6994 4.6772 0.070
H -6.0111 0.0237 -1.4606 0.081
H 2.7615 0.1217 5.0632 0.050
H -1.8883 -1.4562 5.0364 0.053
H -5.4721 2.9163 -2.7654 0.068
H 2.8055 -4.7754 -4.4839 0.074
H -2.4858 -5.0611 -1.5927 0.116
H 0.9532 2.1153 -6.6559 0.081
H -4.3429 2.2220 -3.9433 0.053
H 2.7975 -3.1769 4.1057 0.092
H -4.4126 -0.6879 -3.0087 0.085
H 3.3547 -3.6141 -5.6930 0.090
H -5.1575 4.2714 0.0515 0.043
H -3.0929 -0.5685 -1.8300 0.029
H 1.2298 -4.4564 -7.8282 0.079
H 0.4056 -4.7959 -1.4069 0.084
H 2.8966 -5.2553 -6.1858 0.079
H 3.8244 -0.9437 1.2462 0.068
H -1.6604 3.6764 -3.8210 0.045
H 1.6369 2.2180 3.1188 0.059
H 0.3254 0.5352 -7.1134 0.076
H 5.8209 -3.4502 3.0078 0.081
H 2.7389 -1.5265 3.4652 0.042
H 0.5528 2.0159 -3.0677 0.064
H -2.8128 4.2645 2.5580 0.077
H 5.3515 -4.3658 1.5709 0.086
H 4.6267 -4.7396 3.1495 0.080
H -5.9752 1.5893 -0.6507 0.057
H -4.0031 2.1767 2.8557 0.086
H 1.7746 -2.8098 -7.4983 0.084
H -0.4157 4.3793 -1.7838 0.065
H -5.2130 -1.9678 1.2882 0.092
H 1.9410 1.5908 5.5903 0.048
H -4.5156 -3.1219 2.4515 0.094
H -1.3612 3.1382 4.2982 0.046
H -1.1143 -2.8790 -1.3951 0.114
H -4.4644 -4.7900 0.3079 0.117
H 0.3283 -7.2101 1.5110 0.087
H -1.3314 2.3005 -5.6530 0.084
H 0.4387 -5.9587 -6.0958 0.079
H 3.0754 -8.4383 -0.7614 0.079
H -3.7638 5.6514 -0.6252 0.052
H 2.2903 0.6610 2.6735 0.045
H 0.6943 -1.9302 3.4523 0.032
H -1.7370 0.8750 5.2727 0.048
H 1.2928 -8.6329 1.0683 0.079
H -1.5424 3.7740 1.4241 0.062
H 4.2142 -2.1174 4.2445 0.086
H 0.6674 -1.3153 5.1139 0.064
H 0.6449 -1.3205 -6.2955 0.081
H -1.2175 5.1962 -0.4603 0.052
H -4.6992 4.9634 -1.9641 0.061
H 5.0281 -2.0505 0.5879 0.095
H -2.5375 1.5061 2.1061 0.008
H -0.7876 -4.7875 -5.5755 0.088
H -3.7442 -1.5406 2.1835 0.050
H 5.3174 -1.2540 2.1455 0.086
H -3.4109 3.9068 -3.9648 0.051
H -4.1281 1.0194 1.5268 0.031
H 0.7087 -8.3235 -1.2734 0.082
H -0.2549 -6.8784 -0.9544 0.076
H -4.8790 0.2932 -0.1308 0.043
H 3.3672 -5.4887 1.5703 0.091
H 2.0159 -7.3237 2.0172 0.076
H 1.9192 0.6672 -6.3434 0.091
H -3.6039 6.3208 -2.2445 0.081
H -5.7056 2.7994 0.8447 0.052
H 0.0478 -3.2091 -7.4153 0.086
H 1.3130 -3.9359 -3.0194 0.091
H -0.1209 0.8573 5.9548 0.054
H 0.8632 3.0122 -4.5009 0.085
H 0.2724 3.1721 4.9450 0.056
H 1.0499 -6.8371 -2.1603 0.076
H 0.3518 -5.4563 -4.4019 0.062
H -1.1197 -3.0260 4.7736 0.066
H 2.0322 1.7790 -3.9941 0.100
H -1.0845 5.9999 -2.0289 0.085
H -1.7668 0.5812 -5.6487 0.093
H -2.6789 5.0523 0.9894 0.053
H -5.1675 4.1645 1.8132 0.083
H -2.9461 0.2140 -3.3924 0.045
H 3.4929 -6.8332 -1.3891 0.088
H -5.8289 1.3662 -3.5410 0.082
H 3.8628 -7.2518 0.2869 0.075
```

charge: -1
relative energy (zero: lowest compared OMol25 entry of this formula, charge and spin): 0.760 eV

| no. | highest occupied orbital energy (eV) |
| --- | --- |
| 1 | -1.577 |
| 2 | -4.366 |